# 1
{"formula": "C34H37Cl52F3O5", "method": "ωB97M-V/def2-TZVPD", "species": ["C", "C", "C", "C", "C", "C", "C", "C", "C", "C", "C", "C", "C", "C", "O", "C", "O", "O", "C", "C", "O", "C", "C", "C", "O", "C", "F", "F", "F", "H", "H", "H", "H", "H", "H", "H", "H", "H", "H", "H", "H", "H", "H", "H", "H", "H", "H", "H", "H", "H", "H", "H", "H", "H", "H", "H", "H", "H", "H", "H", "H", "H", "H", "H", "H", "H", "C", "Cl", "Cl", "Cl", "Cl", "C", "Cl", "Cl", "Cl", "Cl", "C", "Cl", "Cl", "Cl", "Cl", "C", "Cl", "Cl", "Cl", "Cl", "C", "Cl", "Cl", "Cl", "Cl", "C", "Cl", "Cl", "Cl", "Cl", "C", "Cl", "Cl", "Cl", "Cl", "C", "Cl", "Cl", "Cl", "Cl", "C", "Cl", "Cl", "Cl", "Cl", "C", "Cl", "Cl", "Cl", "Cl", "C", "Cl", "Cl", "Cl", "Cl", "C", "Cl", "Cl", "Cl", "Cl", "C", "Cl", "Cl", "Cl", "Cl"], "positions_angstrom": [[-1.08255, 1.67849, 0.95762], [0.31991, 1.94891, 0.41821], [0.32271, 2.71838, -0.91256], [-0.54113, 2.06375, -1.99793], [-0.43261, 2.77949, -3.34397], [-1.51941, 2.35794, -4.34242], [-1.34474, 0.88224, -4.72415], [-0.08592, 0.62742, -5.57906], [0.65010, -0.66437, -5.15600], [2.12130, -0.43531, -4.69771], [2.34644, -1.06368, -3.31784], [3.79815, -1.50155, -3.04227], [3.84513, -2.78903, -2.20097], [2.98925, -2.74880, -0.97013], [3.61726, -2.28395, 0.25198], [2.54550, -2.34611, 1.12235], [2.34705, -1.58958, 2.06387], [1.71895, -3.38112, 0.73900], [2.36840, -4.02308, -0.39431], [1.48980, -4.80017, -1.35813], [0.18813, -4.26977, -1.46303], [-0.69281, -5.16782, -2.10835], [-1.29185, -4.60448, -3.39277], [3.36813, -5.02086, 0.28696], [3.05267, -5.35169, 1.63499], [2.18521, -6.38463, 1.79694], [2.58398, -7.52516, 1.15301], [2.12718, -6.66767, 3.13371], [0.90880, -6.09944, 1.39248], [-1.57639, 2.63030, 1.16412], [-1.67426, 1.10309, 0.25166], [-1.01381, 1.14436, 1.90515], [0.92050, 2.51952, 1.12891], [0.84484, 1.00336, 0.24733], [-0.00678, 3.74983, -0.75079], [1.33901, 2.78307, -1.31719], [-1.57679, 2.08943, -1.64992], [-0.22543, 1.01799, -2.06180], [0.57238, 2.60645, -3.73961], [-0.52475, 3.85413, -3.15429], [-1.46989, 2.99230, -5.23119], [-2.49150, 2.53331, -3.88337], [-1.32465, 0.31576, -3.79267], [-2.24332, 0.56980, -5.26170], [-0.46474, 0.46521, -6.59048], [0.56313, 1.50073, -5.58080], [0.07800, -1.08037, -4.32409], [0.61357, -1.43075, -5.93155], [2.22301, 0.64347, -4.57657], [2.78773, -0.83476, -5.45791], [2.02674, -0.40260, -2.50964], [1.72391, -1.96067, -3.22870], [4.41500, -0.73422, -2.57200], [4.27862, -1.71981, -3.99841], [4.87589, -2.98418, -1.88657], [3.59288, -3.61334, -2.86787], [2.10706, -2.10325, -1.01557], [1.93547, -4.83201, -2.36079], [1.43765, -5.84514, -1.03562], [-0.22026, -6.12055, -2.36717], [-1.51544, -5.41439, -1.43096], [-1.60709, -3.56810, -3.29680], [-2.15370, -5.22244, -3.65496], [-0.59500, -4.70619, -4.22725], [3.43654, -5.90115, -0.35546], [4.37052, -4.60247, 0.31673], [-2.71943, -8.94707, -4.06787], [-2.05850, -8.77269, -2.44108], [-2.88336, -10.65792, -4.46358], [-4.30065, -8.16651, -4.13642], [-1.60084, -8.18315, -5.22509], [-5.34958, -7.91896, -8.05073], [-3.86547, -7.87237, -7.09352], [-6.07113, -6.30591, -8.09853], [-4.98348, -8.44999, -9.69650], [-6.48681, -9.05048, -7.30650], [-0.74505, 5.88913, 5.03551], [-0.13729, 6.43591, 3.46780], [-0.11811, 4.27321, 5.37297], [-0.20635, 7.00851, 6.29185], [-2.51001, 5.84255, 5.01345], [3.38327, 4.65962, 7.69970], [3.21513, 5.64880, 6.24436], [1.78982, 4.16136, 8.26854], [4.34819, 3.22667, 7.32428], [4.19331, 5.59974, 8.95837], [2.51533, 8.20609, 1.09287], [3.14307, 8.72487, -0.47434], [3.14681, 6.60374, 1.48207], [3.01489, 9.35178, 2.34064], [0.74635, 8.15050, 1.02822], [5.63358, -0.14023, 3.14451], [4.66171, 0.54003, 1.83146], [7.34794, 0.14054, 2.80003], [5.24802, 0.61610, 4.69956], [5.33873, -1.87792, 3.25805], [-0.99358, 2.33257, 11.19411], [-1.08858, 3.33252, 9.73623], [-2.62747, 1.85551, 11.66376], [-0.02836, 0.89391, 10.85995], [-0.24654, 3.25852, 12.49764], [-5.61837, 4.15910, 6.74136], [-4.20505, 4.01400, 7.79291], [-6.19834, 5.82863, 6.76191], [-5.17087, 3.71406, 5.08906], [-6.89048, 3.07887, 7.31553], [3.16307, -9.69665, -2.41402], [2.07169, -8.96655, -3.60283], [4.83720, -9.34447, -2.85944], [2.82261, -9.01850, -0.82102], [2.91542, -11.44591, -2.38745], [-4.99837, 4.89436, -3.20500], [-3.73871, 5.06669, -1.97839], [-5.84929, 6.43030, -3.39992], [-4.25715, 4.42790, -4.73627], [-6.14170, 3.64462, -2.70587], [0.13919, 5.16476, -7.74228], [1.32876, 4.86165, -6.47026], [-1.47042, 5.25804, -7.02177], [0.51389, 6.68815, -8.55280], [0.18269, 3.84358, -8.91462], [-1.65783, 10.48553, 8.34043], [-0.36873, 9.31113, 8.62387], [-1.04928, 11.79150, 7.31843], [-3.00885, 9.68389, 7.53239], [-2.20028, 11.14799, 9.88524], [-5.04423, -0.44769, 8.06044], [-5.00729, 0.56198, 6.61619], [-6.71714, -0.86326, 8.45814], [-4.12111, -1.92680, 7.77688], [-4.32829, 0.46002, 9.39564]], "atomic_forces_ev_per_a": [[0.5318, 0.3341, 0.3114], [0.1598, 0.0794, -0.6667], [-0.0522, -0.1560, -0.2369], [0.1398, 0.3871, 0.4589], [-0.3205, 0.0887, 0.2650], [0.7375, -0.2281, 0.1816], [-0.3525, 0.7395, 0.0122], [-0.8795, -0.9546, -0.2192], [0.2605, 0.4077, 0.2736], [-1.3753, 0.0598, 0.6159], [0.7884, -0.4930, -0.0427], [-0.0505, -0.2008, -0.0171], [0.9464, 0.4259, 0.0833], [-0.5051, -0.8891, 0.5282], [-0.6293, 0.8623, 0.4015], [-0.2909, 1.2034, 1.8942], [0.4197, -2.3222, -2.5075], [0.0314, 0.7015, 0.1326], [0.3979, -0.1043, 0.8199], [-1.0523, -0.1795, 0.2069], [0.4294, 0.0261, 0.0442], [-0.9182, -0.1102, -0.4684], [0.1967, -0.3637, -0.0970], [0.6937, 0.2565, -1.4367], [-0.7252, -1.0944, -0.2542], [-0.4023, 0.0910, 1.4243], [-0.4971, 1.2836, 0.8892], [0.1076, 0.3120, -1.6948], [1.3619, -0.4268, 0.1300], [-0.1927, -0.0167, -0.0892], [-0.1084, -0.0763, 0.0751], [-0.1171, -0.1228, -0.0425], [-0.0739, -0.1032, 0.1833], [-0.0209, -0.0670, 0.1500], [-0.0756, 0.0200, 0.0023], [0.1023, 0.0513, 0.2234], [-0.1050, -0.1609, -0.2044], [-0.1638, -0.0743, -0.1283], [-0.0080, 0.1031, -0.1496], [0.0918, 0.0297, -0.0655], [-0.0057, -0.0402, -0.0462], [-0.0499, -0.1188, 0.0265], [0.0612, -0.1668, -0.0636], [0.0728, -0.1904, -0.0177], [0.2947, 0.3717, -0.1810], [0.1130, -0.0371, -0.0404], [0.1363, -0.1050, 0.0672], [0.0433, 0.0955, -0.1268], [0.5265, 0.0218, -0.3600], [0.3180, 0.1691, 0.1148], [-0.2305, 0.1529, -0.1753], [-0.0621, -0.0060, -0.1060], [-0.2116, 0.1765, 0.0405], [0.0672, -0.0280, 0.0188], [0.0075, -0.0134, 0.0058], [-0.3693, -0.1382, 0.2468], [0.0823, 0.0379, -1.1023], [0.4017, 0.1343, 0.1266], [-0.0981, 0.0351, 0.1248], [0.2542, 0.0450, 0.2052], [0.1262, 0.1247, 0.2199], [-0.0063, 0.0206, 0.0939], [-0.0959, 0.1110, -0.0017], [0.0844, 0.2605, 0.0201], [-0.0089, -0.2373, 0.2941], [-0.0579, 0.1528, 0.2080], [-0.0245, -0.0063, 0.0488], [0.0693, -0.0018, 0.0318], [0.0038, 0.0497, -0.0296], [0.0449, -0.0703, 0.6416], [0.1567, -0.0310, 0.3124], [0.0193, 0.0152, -0.0271], [-0.2014, 0.0881, -0.9860], [0.0068, -0.0199, 0.0027], [-0.0126, 0.0066, 0.0307], [0.0126, 0.0090, 0.0040], [0.0802, -0.0459, 0.0118], [-0.0913, -0.0645, 0.1953], [-0.1036, -0.0433, -0.0613], [-0.0854, -0.0359, -0.0673], [0.0641, 0.0511, -0.0593], [0.0240, 0.0107, -0.0811], [0.0402, -0.0075, 0.0205], [0.1020, 0.0035, 0.1065], [0.0022, 0.0062, 0.0143], [-0.0139, -0.0040, -0.0029], [0.0081, 0.0087, 0.0255], [-0.0139, -0.0074, 0.0190], [-0.0465, -0.0006, -0.0077], [-0.0115, -0.0097, -0.0073], [0.1126, 0.0879, -0.2118], [0.0251, -0.0497, -0.0910], [0.1482, 0.1058, 0.3164], [0.0468, -0.0088, -0.0438], [-0.1521, 0.0282, -0.2050], [0.0627, 0.0153, 0.0377], [0.0356, -0.0014, -0.0655], [-0.0523, 0.0100, -0.0194], [0.0445, 0.0717, 0.2134], [-0.0249, 0.0321, -0.0128], [-0.0207, -0.0071, -0.0295], [0.0464, -0.0492, 0.0955], [-0.0285, -0.0061, 0.0033], [0.0148, -0.0084, -0.0179], [-0.0687, -0.0345, -0.0214], [-0.2094, 0.3008, 0.0804], [-0.0402, -0.0698, 0.0308], [-0.0182, 0.0050, 0.0031], [-0.0210, 0.0063, -0.0018], [0.0829, -0.2987, -0.5958], [0.0029, 0.0547, -0.0064], [-0.0146, 0.0273, 0.0318], [0.0214, -0.0154, 0.0148], [0.0195, -0.0224, 0.0080], [-0.0955, 0.0856, -0.1147], [0.0058, 0.0017, 0.0114], [0.0194, -0.0364, 0.0155], [-0.0141, -0.0120, 0.0019], [-0.0281, 0.0672, -0.0137], [-0.0050, -0.0276, 0.0169], [0.0009, 0.0045, 0.0167], [-0.0387, -0.0181, -0.0491], [0.0507, 0.0768, 0.1376], [-0.0052, -0.0167, 0.0109], [0.0182, -0.0028, 0.0031], [0.0089, -0.0098, -0.0183], [0.0157, 0.0636, -0.0015], [0.1706, -0.3152, -0.1876], [0.0068, 0.0168, -0.0228], [-0.0175, 0.0272, 0.0339], [-0.0090, -0.1263, -0.0669]], "energy_ha": -25923.3175, "orbital_gap_ev": 10.1, "charge": 0}

# 2
{"formula": "C34H37F6N3O5S4SiV", "method": "ωB97M-V/def2-TZVPD", "species": ["V", "C", "N", "C", "C", "N", "C", "C", "C", "C", "C", "C", "C", "S", "C", "C", "C", "C", "C", "C", "S", "H", "H", "H", "H", "H", "H", "H", "H", "H", "H", "H", "H", "H", "H", "H", "H", "H", "H", "F", "C", "F", "F", "S", "O", "O", "N", "S", "O", "O", "C", "F", "F", "F", "C", "C", "C", "C", "Si", "O", "C", "C", "C", "C", "C", "C", "C", "C", "C", "C", "C", "C", "H", "H", "H", "H", "H", "H", "H", "H", "H", "H", "H", "H", "H", "H", "H", "H", "H", "H", "H"], "positions_angstrom": [[-0.48037, -0.19971, -0.41426], [0.93434, 3.07650, -1.96565], [1.02101, 2.39190, -0.68265], [2.40031, 2.03462, -0.35321], [3.06318, 1.05663, -1.33664], [2.77813, -0.33910, -1.04520], [3.65681, -0.94103, -0.06591], [2.42305, -1.17017, -2.14024], [3.30939, -1.95107, -2.86170], [2.84905, -2.71185, -3.97384], [1.54631, -2.77588, -4.30615], [0.47151, -2.13735, -3.48275], [1.05991, -1.18021, -2.49054], [-2.16494, -1.66830, -1.11348], [0.35953, 3.04994, 0.39962], [0.09733, 4.41790, 0.38415], [-0.58284, 5.03985, 1.42013], [-1.00023, 4.30239, 2.51306], [-0.74171, 2.94243, 2.55678], [-0.08101, 2.30436, 1.51194], [0.17179, 0.56393, 1.61680], [1.74116, 3.81674, -2.09150], [-0.02542, 3.57477, -2.05164], [0.97522, 2.35237, -2.77762], [2.40098, 1.59130, 0.64301], [3.01724, 2.95203, -0.33356], [4.15179, 1.22674, -1.28960], [2.74192, 1.27209, -2.35614], [4.64249, -1.21722, -0.47290], [3.17028, -1.82956, 0.33105], [3.80506, -0.24299, 0.75730], [4.36205, -1.96810, -2.61616], [3.58377, -3.23229, -4.57594], [1.22200, -3.35001, -5.16372], [-0.19854, -1.55831, -4.12653], [0.41019, 5.01850, -0.45900], [-0.79260, 6.09988, 1.36200], [-1.53316, 4.78296, 3.32291], [-1.08383, 2.34600, 3.39222], [-3.64514, 1.39326, -5.48958], [-3.27299, 0.18629, -5.06848], [-2.66343, -0.43120, -6.11168], [-4.37692, -0.52188, -4.81067], [-2.03165, 0.26272, -3.61283], [0.25704, -0.40200, -1.84917], [-1.12048, 1.30902, -4.08535], [-3.21616, 0.92033, -2.69088], [-3.07448, 1.30906, -1.19753], [-1.74512, 1.25769, -0.53623], [-4.17497, 0.93004, -0.37200], [-3.25060, 3.17521, -1.30821], [-2.35043, 3.70370, -2.14502], [-3.04964, 3.72338, -0.10499], [-4.45715, 3.55925, -1.73057], [2.32835, -4.43811, -0.86329], [1.23028, -4.63465, 0.18276], [0.70860, -6.06902, 0.03910], [1.85024, -4.46639, 1.57556], [-0.14521, -3.27933, 0.09598], [0.47922, -1.82239, 0.20858], [-1.21641, -3.21087, -1.53581], [-2.23061, -4.29506, -1.45088], [-2.64118, -5.04943, -2.47876], [-2.24324, -4.70496, -3.82696], [-1.27759, -3.80782, -4.02342], [-0.41774, -3.31650, -2.88606], [-1.35445, -3.63506, 1.53883], [-1.66304, -2.59285, 2.41405], [-2.46934, -2.79326, 3.52457], [-2.99055, -4.04981, 3.79286], [-2.72369, -5.09390, 2.92113], [-1.92211, -4.88276, 1.80966], [3.23019, -4.98607, -0.57081], [2.58158, -3.38994, -0.96951], [2.01472, -4.81012, -1.83915], [1.54935, -6.76075, -0.07558], [0.06319, -6.16815, -0.83592], [0.15271, -6.37419, 0.92338], [2.67298, -5.17291, 1.72274], [1.10386, -4.63677, 2.35232], [2.23163, -3.45232, 1.70160], [-2.70623, -4.41078, -0.48758], [-3.37369, -5.83286, -2.33161], [-2.80853, -5.11301, -4.65560], [-1.06221, -3.44102, -5.01942], [0.29578, -4.12256, -2.66610], [-1.25461, -1.60921, 2.22094], [-2.69208, -1.96826, 4.18936], [-3.60277, -4.21360, 4.67112], [-3.14095, -6.07666, 3.10593], [-1.74587, -5.70981, 1.13568]], "atomic_forces_ev_per_a": [[-0.9470, -2.3697, 3.4053], [-0.0917, -0.0974, -0.0173], [-0.1208, -0.1810, 0.0615], [0.2842, -0.0024, -0.1090], [-0.0893, 0.0654, 0.1181], [0.0942, -0.0255, -0.0730], [-0.1619, -0.0375, -0.1031], [-0.5990, 0.4575, 0.0464], [0.1269, 0.1265, -0.0367], [-0.0507, -0.0529, -0.1833], [-0.0004, 0.0411, -0.0258], [-0.1341, 0.1570, 0.4864], [1.6621, -1.3863, -0.7606], [-0.3203, -0.3161, 0.3254], [-0.0553, 0.1232, 0.2591], [0.0927, -0.0011, -0.1078], [0.0041, -0.0062, 0.0532], [0.0249, 0.1130, 0.0545], [0.0316, 0.0718, -0.1447], [-0.0221, 0.0477, 0.0063], [0.4606, 0.1626, 0.6292], [-0.0659, -0.0001, -0.0196], [-0.0087, -0.0186, -0.0346], [0.0687, 0.0125, -0.0385], [0.0977, 0.0307, -0.0124], [-0.0655, -0.0196, 0.0690], [-0.0563, 0.0540, -0.1073], [0.0716, 0.0296, 0.0145], [0.0409, 0.0679, 0.0398], [0.0600, -0.0123, 0.1037], [-0.0152, 0.0028, 0.0280], [0.0010, 0.0464, 0.1012], [-0.0157, -0.0467, -0.0198], [0.0503, -0.0624, -0.0296], [-0.0018, -0.0308, -0.0357], [0.0389, -0.0297, -0.0402], [0.0119, 0.0281, -0.0024], [-0.0334, -0.0125, 0.0293], [-0.0017, -0.0260, 0.0000], [0.1571, 0.0172, 0.1905], [-0.0232, -0.4261, -0.2663], [0.1558, 0.1550, 0.2643], [0.1358, 0.0480, 0.2456], [-1.0315, 0.5417, -1.0488], [1.4591, 1.0965, -3.3347], [0.5281, 0.0122, -0.0134], [0.3190, 0.0465, 1.0277], [-1.5284, 1.3941, -0.9709], [-0.3395, 0.4030, -0.5778], [0.1179, -0.2250, 0.0837], [0.2624, 0.2232, 0.1953], [0.0240, -0.2198, -0.0337], [-0.0732, -0.1820, 0.0325], [-0.0071, -0.4232, 0.0113], [-0.2249, 0.1233, 0.0445], [-0.0915, 0.0049, 0.0262], [-0.1010, 0.1686, 0.0540], [-0.1288, 0.1226, -0.0243], [-0.7738, -1.0685, -0.3256], [-0.0115, 1.4498, 0.2800], [0.3898, 0.2169, 0.3779], [-0.2054, -0.2400, -0.0352], [0.0240, -0.0097, 0.1642], [0.0911, 0.1676, -0.1583], [0.0404, -0.1265, -0.0498], [-0.0298, 0.0439, 0.0621], [0.2111, 0.0347, -0.2067], [0.1348, -0.0170, -0.0318], [-0.0339, 0.0175, 0.1077], [0.0005, 0.0281, -0.0176], [-0.0423, -0.0796, 0.0259], [0.0704, 0.0096, -0.0021], [0.0310, -0.0595, 0.0074], [0.1280, 0.0070, -0.0400], [0.0682, 0.0224, -0.0786], [0.0464, -0.0206, -0.0011], [-0.0344, -0.1195, -0.0398], [-0.0431, -0.0935, -0.0098], [0.0484, -0.0430, -0.0170], [0.0257, -0.0165, 0.1046], [0.0977, 0.0365, 0.0918], [-0.0044, -0.0559, 0.0353], [-0.0547, 0.0426, 0.0778], [-0.0046, 0.0671, -0.0622], [-0.0134, -0.0059, -0.0769], [-0.0499, 0.0234, -0.0972], [-0.0401, 0.0104, 0.0947], [0.0250, 0.0530, -0.0130], [-0.0355, 0.0113, -0.0108], [-0.0063, -0.0107, -0.0017], [-0.0254, -0.0591, 0.0104]], "spin_multiplicity": 3, "e_above_lowest_kcal_mol": 90.3, "energy_ha": -5283.8214, "orbital_gap_ev": [6.5, 7.0], "charge": -1}